(1)
Computed, not measured: a cluster of 2 separate species, C6H10N2O in total, with wB97M-V/def2-TZVPD.

Structure (XYZ):
```
19
Properties=species:S:1:pos:R:3:forces:R:3
O 2.7518 0.8214 -0.0901 -0.7724 0.5432 0.0038
C 1.7947 1.5780 -0.1050 0.5687 -0.4496 -0.0064
C 1.4907 2.5050 1.0493 0.2085 0.1060 0.4852
C 0.8450 1.6421 -1.2789 -0.0613 -0.2397 -0.4612
H 2.2357 2.3765 1.8526 -0.2997 0.0071 -0.4171
H 0.4899 2.2896 1.4600 0.2822 0.1532 -0.2378
H 1.5143 3.5550 0.7123 -0.1345 -0.3713 0.0821
H -0.1776 1.3819 -0.9575 0.3161 0.2002 -0.0691
H 0.8316 2.6593 -1.7054 -0.0861 -0.3165 0.2323
H 1.1572 0.9349 -2.0656 -0.0787 0.3041 0.4023
N -2.3220 -1.5864 1.0690 0.8107 -0.1415 -0.0896
C -1.0125 -1.7424 1.1823 -0.4408 0.0593 -0.0525
C -2.6454 -2.1335 -0.1496 0.1301 -0.1781 -0.3356
C -1.5215 -2.6245 -0.7780 -0.4030 0.0524 -0.0409
N -0.4889 -2.3653 0.0884 0.6313 -0.0495 0.0898
H -0.3990 -1.4265 2.0261 -0.2524 -0.1369 -0.3394
H -3.6727 -2.1466 -0.5138 0.4344 0.0026 0.1555
H -1.3677 -3.1208 -1.7362 -0.0922 0.2392 0.4657
H 0.4963 -2.5976 -0.0598 -0.7609 0.2157 0.1328
```
Positions in Å, forces in eV/Å.

The value obtained for the HOMO energy is -8.91 eV. The value obtained for the energy relative to the best compared isomer or geometry (same formula, charge and spin) is 41.30 kJ/mol. The LUMO energy comes out at 0.73 eV.

In elementary charge units, the Mulliken charges are: O -0.563; C 0.828; C -1.045; C -1.021; H 0.287; H 0.298; H 0.321; H 0.286; H 0.341; H 0.261; N -0.569; C -0.193; C -0.300; C -0.245; N -0.039; H 0.393; H 0.381; H 0.365; H 0.212



(2)
Computed, not measured: a cluster of 2 separate species, C2H7NS2 in total in a non-equilibrium geometry, with wB97M-V/def2-TZVPD.

Structure (XYZ):
```
12
Properties=species:S:1:pos:R:3:forces:R:3
S 2.5680 0.0947 -1.6324 -0.8926 1.3050 -2.0396
S 3.1128 -1.7767 -2.0592 -0.4485 -2.8322 0.6821
H 2.2710 0.4770 -3.0184 0.2039 -0.5023 2.3116
H 2.1412 -2.7275 -1.4649 1.1231 2.0359 -0.9310
C -2.2112 0.7132 0.4412 3.3186 -2.3412 1.5344
C -1.3253 -0.1191 1.0429 -0.9824 3.1276 -0.5631
N -0.2342 0.4742 1.7446 0.8526 1.1701 2.1274
H -2.0111 1.6650 0.1245 0.9486 2.6556 0.2252
H -2.9660 0.3653 -0.1022 -3.5121 -2.0041 -1.6409
H -1.5674 -1.1659 1.1415 0.4546 -0.2694 0.1080
H -0.4740 1.2709 2.3882 -0.1743 -1.3888 -1.2012
H 0.6961 0.7289 1.3942 -0.8914 -0.9563 -0.6129
```
Positions in Å, forces in eV/Å.

The value obtained for the HOMO energy is -8.94 eV. The value obtained for the energy relative to the best compared isomer or geometry (same formula, charge and spin) is 225.96 kJ/mol. The LUMO energy comes out at 0.32 eV.

In elementary charge units, the Mulliken charges are: S -0.160; S -0.198; H 0.181; H 0.170; C -0.832; C -0.026; N -0.529; H 0.312; H 0.312; H 0.318; H 0.237; H 0.217



(3)
Computed, not measured: a cluster of 3 separate species, C4H13N6 in total in a non-equilibrium geometry, with wB97M-V/def2-TZVPD.

Structure (XYZ):
```
23
Properties=species:S:1:pos:R:3:forces:R:3
C -1.2283 -3.0534 -0.6174 -0.0964 0.3955 0.6726
C 2.2665 0.3513 -1.2802 -1.3214 1.9044 -0.8868
C 2.1653 0.1235 0.0918 0.6714 0.0952 -0.4882
C -1.7875 -3.2965 -1.9041 1.7138 -0.6487 -0.4660
N -0.7039 -2.7149 0.3362 -0.0451 -0.3723 0.6551
N 1.4037 -0.9542 0.3303 0.5610 1.1139 -1.4303
N 2.8644 1.4448 -1.8909 0.9128 -1.6070 1.6541
N 2.8732 0.8078 1.0913 2.3832 1.5103 -2.5989
N 1.3237 -1.4895 1.4520 2.2950 0.9832 2.4749
N -5.1905 3.9348 2.0680 -0.1584 1.1316 1.4481
H 1.5038 -0.2461 -1.8363 1.3198 0.3891 0.0432
H -0.9022 -3.1119 -2.5318 -0.5620 -0.0649 -0.4549
H -2.5501 -2.5957 -2.1055 -0.9954 0.5151 -0.3838
H -2.0523 -4.3347 -2.0083 -0.4585 -0.2352 -0.1641
H 3.4952 2.0146 -1.2136 -1.2457 -1.2379 -2.4007
H 3.0897 1.3563 -2.9226 -0.2769 0.5164 1.9889
H 3.3316 1.7510 0.7915 -1.1699 -2.5368 0.7033
H 2.3142 0.9996 1.8518 -1.4405 0.5558 2.1663
H 0.6289 -2.2054 1.4587 -0.7491 -1.0623 0.3771
H 2.0212 -1.2937 2.2480 -1.4969 -0.2164 -1.4622
H -4.6387 3.6139 2.8886 0.2007 -0.2801 -1.5601
H -5.5559 4.8138 2.5369 0.4210 -0.9780 -1.8059
H -4.6721 4.0846 1.1654 -0.4624 0.1290 1.9182
```
Positions in Å, forces in eV/Å.

The value obtained for the HOMO energy (spin up / spin down) is -11.52 / -11.52 eV. As for the charge: +1. The value obtained for the energy relative to the best compared isomer or geometry (same formula, charge and spin) is 216.17 kJ/mol. The LUMO energy (spin up / spin down) comes out at -4.55 / -4.55 eV.

In elementary charge units, the Mulliken charges are: C 0.335; C -0.036; C 0.403; C -0.806; N -0.445; N -0.025; N -0.387; N -0.626; N -0.272; N -0.656; H 0.363; H 0.242; H 0.293; H 0.299; H 0.217; H 0.291; H 0.232; H 0.261; H 0.372; H 0.290; H 0.214; H 0.229; H 0.213



(4)
Computed, not measured: a cluster of 8 separate species, C24H44Br8N4 in total in a non-equilibrium geometry, with wB97M-V/def2-TZVPD.

Structure (XYZ):
```
80
Properties=species:S:1:pos:R:3:forces:R:3
C -8.8200 -3.7370 -2.3744 0.1178 0.6040 0.2153
C -7.5435 -3.1120 -1.7591 0.4820 -0.6836 -0.0512
C -6.6726 -4.0448 -0.8753 -0.0739 -1.3315 -1.5277
C -6.0007 -5.0594 -1.8115 -1.2909 1.0799 1.6425
N -5.5305 -5.8304 -2.5120 0.3241 -0.3342 -0.4529
H -9.6225 -4.0168 -1.6918 0.3828 -0.1208 0.5753
H -8.6434 -4.5990 -3.0177 0.2005 0.1943 -0.1014
H -9.2777 -2.9136 -2.9226 0.0217 -0.2250 -0.5355
H -7.8216 -2.2051 -1.2222 0.2002 -0.0224 0.0407
H -6.8460 -2.8857 -2.5656 -0.4088 0.6746 -0.2505
H -7.3567 -4.5697 -0.2085 0.4698 -0.2268 0.2940
H -5.8291 -3.5981 -0.3489 -0.4186 0.3919 0.1495
C -0.3320 -0.9580 -7.5677 -0.0592 0.2136 -0.4624
C -0.8456 -2.2560 -8.2198 0.1990 1.6520 1.1516
C -0.4007 -2.3702 -9.6754 -0.0312 -1.6911 0.1518
C -0.5294 -1.1768 -10.5261 0.2805 -3.7603 2.6083
N -0.6797 -0.2043 -11.0604 -0.4137 3.2524 -2.0239
H -0.6547 -0.0671 -8.1065 -0.3326 -0.0547 -0.1181
H 0.7541 -0.8965 -7.6363 0.1269 -0.2002 0.4224
H -0.6953 -0.8489 -6.5458 0.2889 -0.1286 0.0514
H -1.9245 -2.2734 -8.0655 -0.1143 -0.0929 -0.5229
H -0.4586 -3.0595 -7.5931 0.1085 -0.3675 -0.5038
H -0.9291 -3.2472 -10.0492 -0.5404 0.3914 -0.7252
H 0.5952 -2.8124 -9.7047 0.4855 0.7834 -0.0258
C 7.3719 -7.0938 3.3436 -0.7781 -1.3999 -1.3280
C 6.2464 -7.0050 2.2123 1.3919 -0.2780 1.1257
C 5.8527 -5.6234 1.7722 -1.3768 1.0299 -0.4704
C 6.1207 -4.3707 2.4439 1.8709 1.6455 2.0306
N 6.3728 -3.3632 2.9725 -0.6177 -1.6395 -0.9624
H 6.9406 -7.2089 4.3380 -0.0906 0.2117 -0.1179
H 8.1848 -6.3689 3.3859 -0.4937 0.4251 -0.4192
H 7.8559 -8.0378 3.0933 0.2298 -0.1649 0.4403
H 5.3918 -7.6404 2.4448 -0.2120 0.4911 0.8710
H 6.4793 -7.4930 1.2659 1.0723 -0.0959 0.1719
H 4.7679 -5.5469 1.8456 -0.3945 -0.3775 -1.1255
H 6.2557 -5.4771 0.7700 -0.6134 0.1609 -0.2155
C 0.8290 1.3017 2.2369 -0.3662 -0.9420 0.1112
C -0.4267 1.1346 1.3488 1.9388 0.0417 0.3471
C -0.2653 0.1352 0.2003 0.0594 -0.7571 -0.0877
C -0.2111 -1.2810 0.6477 -0.6734 3.2757 -0.8020
N -0.2484 -2.3473 1.0105 0.1115 -2.7075 0.8858
H 1.2077 0.3590 2.6318 -0.2554 -0.2398 0.1022
H 0.4583 1.8778 3.0848 0.7067 0.3349 0.0358
H 1.6929 1.7188 1.7195 -0.2777 0.5173 0.0191
H -0.5135 2.1519 0.9671 -0.9492 -0.2018 -0.2997
H -1.2186 0.8281 2.0322 -0.3564 0.2296 -0.4656
H 0.6470 0.2090 -0.3917 0.1865 0.7450 0.1275
H -1.0788 0.2645 -0.5135 -0.1205 -0.2941 0.0285
Br 4.3703 -1.9279 8.7631 -1.3655 0.4515 -0.0333
C 2.3455 -1.5979 8.7145 0.6074 -1.3243 -0.1660
C 1.7761 -2.8556 8.0316 -0.2679 0.9337 0.6454
Br -0.2080 -2.7991 8.1387 0.5059 0.1401 -0.1615
H 2.1480 -0.6724 8.1735 0.2007 -0.1831 0.1534
H 2.0179 -1.5771 9.7539 0.2129 0.2869 -0.1760
H 2.0189 -3.7331 8.6308 0.2101 0.0556 -0.5255
H 2.0584 -2.8846 6.9792 -0.1004 -0.3558 0.2584
Br -7.9627 8.1658 -0.8849 -0.1464 -0.2761 -0.2623
C -6.7521 6.7279 -0.3691 1.6329 1.6593 1.3187
C -7.4702 5.4883 -0.1046 0.0325 -2.0052 -0.6493
Br -6.3822 3.9055 0.5456 -0.0057 0.9947 -0.1469
H -6.2877 7.1666 0.5141 0.2508 -0.2182 -0.1156
H -6.0112 6.5797 -1.1547 -0.1209 0.2515 0.0849
H -7.6096 5.1720 -1.1384 -1.5085 -0.6638 0.5014
H -8.2689 5.4904 0.6371 -0.1314 0.2547 -0.7322
Br -0.7386 10.6796 -3.8098 0.0257 0.5713 -0.1746
C 0.3883 9.1108 -3.8443 -1.3731 -0.7596 0.2577
C -0.3295 8.1260 -2.8947 1.1932 -0.1780 -0.3828
Br 0.9370 6.6188 -2.7387 -0.3773 -0.0615 0.1149
H 1.4328 9.3753 -3.6797 -0.3462 -0.1364 0.3390
H 0.2355 8.6458 -4.8182 0.4843 0.3943 -0.1170
H -1.2221 7.7693 -3.4085 0.1204 -0.0769 0.2489
H -0.5720 8.4380 -1.8789 0.2717 0.2422 -0.2838
Br 9.1251 3.4719 4.5891 0.5904 -0.0343 0.1263
C 7.5745 4.5758 4.6689 -1.1076 0.9679 1.7149
C 6.8994 4.5108 6.1261 -0.5011 -0.9346 -1.8409
Br 5.1025 5.2501 6.0031 -0.2020 0.3782 -0.1307
H 6.9685 4.2475 3.8246 -0.4712 -0.1864 0.6681
H 7.7631 5.6331 4.4828 0.6182 -0.1570 -0.0665
H 7.3481 5.0387 6.9676 0.5038 -0.1207 -0.5874
H 6.6568 3.4785 6.3781 0.5675 0.0817 0.1159
```
Positions in Å, forces in eV/Å.

The value obtained for the HOMO energy is -10.22 eV. The value obtained for the energy relative to the best compared isomer or geometry (same formula, charge and spin) is 0.00 kJ/mol. The LUMO energy comes out at 0.01 eV.

In elementary charge units, the Mulliken charges are: C -1.080; C -0.451; C -0.394; C 0.174; N -0.398; H 0.327; H 0.347; H 0.299; H 0.324; H 0.289; H 0.272; H 0.290; C -1.245; C -0.385; C -0.477; C 0.307; N -0.376; H 0.363; H 0.318; H 0.342; H 0.291; H 0.290; H 0.290; H 0.284; C -1.077; C -0.418; C -0.356; C 0.169; N -0.419; H 0.301; H 0.350; H 0.325; H 0.367; H 0.317; H 0.195; H 0.246; C -1.167; C -0.377; C -0.391; C 0.179; N -0.393; H 0.351; H 0.303; H 0.340; H 0.288; H 0.320; H 0.270; H 0.277; Br -0.175; C -0.585; C -0.605; Br -0.171; H 0.387; H 0.381; H 0.376; H 0.392; Br -0.122; C -0.476; C -0.639; Br -0.172; H 0.328; H 0.344; H 0.337; H 0.400; Br -0.160; C -0.562; C -0.590; Br -0.177; H 0.398; H 0.346; H 0.362; H 0.383; Br -0.135; C -0.578; C -0.541; Br -0.155; H 0.368; H 0.360; H 0.355; H 0.326